ORCA calculation (ωB97M-V/def2-TZVPD) on a 4-piece molecular cluster, C2H11NO4 overall.

The geometry in XYZ format:
```
18
Properties=species:S:1:pos:R:3:forces:R:3:mulliken_spin:R:1
O 0.237215 1.458210 -1.321718 -0.27 -0.75 0.55 0.705
C -0.082189 0.296224 -1.304999 -0.45 0.90 -1.51 -0.008
C 0.871914 -0.820859 -1.532884 1.28 -1.56 0.38 0.114
N 0.457848 -2.189598 -1.271310 -0.41 0.39 -0.35 0.035
H -1.157982 0.125521 -1.561137 -0.23 -0.11 0.58 0.119
H 1.778435 -0.623657 -0.948376 -0.14 0.36 0.03 0.015
H 1.163209 -0.693666 -2.590355 -0.14 0.35 0.05 -0.008
H 0.831126 -2.773401 -2.018184 -0.13 0.00 0.21 0.000
H -0.548302 -2.327410 -1.272082 0.10 0.03 0.07 0.006
H 1.280297 3.103316 1.351860 0.13 0.16 -0.27 0.000
H 0.124944 2.563710 0.431909 0.23 0.43 -0.31 0.000
O 0.395356 2.737277 1.327520 -0.36 -0.40 0.81 0.003
H -1.735701 -1.609292 0.576079 -0.11 0.53 0.23 0.000
H -1.472662 -0.320021 1.416927 0.07 -0.02 0.07 0.000
O -1.753183 -0.636381 0.528013 0.47 -0.30 -0.37 0.020
H 0.394020 0.005083 2.788215 -0.16 -0.16 0.33 0.000
H -0.308067 1.289577 2.512730 -0.08 0.49 0.09 0.000
O -0.476270 0.415361 2.887785 0.19 -0.35 -0.59 0.001
```
Forces are in eV/Å.

Values from the calculation:
* energy above the lowest of the compared OMol25 structures with the same formula, charge and spin: 53.5 kcal per mole
* ⟨S²⟩: 0.757
* net charge: +1
* LUMO (spin up / spin down): -5.94 / -9.80 eV
* 2S+1: 2
* HOMO-LUMO gap (spin up / spin down): 9.1 / 5.1 eV
* calculated total energy: -438.1307 Eh
* maximum force: 2.050 eV/A

ORCA calculation (ωB97M-V/def2-TZVPD) on a 4-piece molecular cluster, C2H11NO5 overall.

The geometry in XYZ format:
```
19
Properties=species:S:1:pos:R:3:forces:R:3:mulliken_charge:R:1
N 1.539980 -0.794351 1.054858 0.15 0.23 0.59 -0.515
C 0.985758 -0.684183 2.383887 -0.96 -1.52 0.68 -0.356
C -0.464923 -1.154517 2.382433 0.11 1.37 -0.99 0.505
O -1.108826 -1.246147 1.367774 -0.07 -0.68 0.07 -0.567
O -1.010606 -1.290200 3.593716 0.53 -0.66 0.55 -0.454
H 2.454103 -0.368026 1.059878 0.17 0.03 -0.25 0.251
H 0.962348 -0.291213 0.410303 -0.14 0.32 -0.46 0.145
H 0.975881 0.273252 2.915758 0.29 0.13 -0.15 0.282
H 1.452670 -1.445295 3.019123 0.37 0.41 0.16 0.303
H -1.727784 -1.937457 3.543570 -0.30 0.35 -0.12 0.359
O -1.094785 1.049757 -3.543184 0.05 0.30 0.24 -0.649
H -1.508959 1.918155 -3.513606 -0.04 -0.03 -0.13 0.318
H -1.324701 0.653309 -2.680665 0.19 -0.16 -0.14 0.411
O -1.628498 -0.341150 -1.182036 0.03 0.00 -0.15 -0.674
H -2.315431 -1.009594 -1.278323 0.11 0.05 0.07 0.278
H -1.029787 -0.688000 -0.502878 -0.36 -0.02 0.02 0.359
O 2.015085 2.331122 -3.091677 -0.91 0.28 0.21 -0.653
H 1.162248 1.947179 -3.352696 0.23 -0.53 -0.27 0.353
H 1.666226 3.077358 -2.586234 0.55 0.12 0.07 0.303
```
Forces are in eV/Å.

Values from the calculation:
* SMILES string: NCC(=O)O.O.O.O
* energy above the lowest of the compared OMol25 structures with the same formula, charge and spin: 11.1 kcal per mole
* net charge: 0
* LUMO: 0.40 eV
* HOMO-LUMO gap: 10.6 eV
* calculated total energy: -513.7702 Eh
* maximum force: 1.923 eV/A

ORCA calculation (ωB97M-V/def2-TZVPD) on a 4-piece molecular cluster, C2H11O4 overall.

The geometry in XYZ format:
```
17
Properties=species:S:1:pos:R:3:forces:R:3:mulliken_charge:R:1
C 0.597111 -1.282805 0.757515 -1.04 -0.85 -0.66 -0.275
O 0.319293 -0.981481 -0.562329 0.01 -0.31 0.32 -0.823
C -0.495444 -2.165945 1.409790 -0.88 1.58 -0.25 -1.115
H 0.627171 -0.362755 1.357108 0.66 0.03 0.38 0.227
H 1.499821 -1.907880 0.794400 0.51 0.46 0.40 0.317
H -1.396697 -1.544085 1.565407 0.06 -0.06 -0.44 0.231
H -0.257946 -2.386683 2.444020 0.41 -0.96 0.12 0.410
H -0.789805 -2.956395 0.712766 0.31 -0.33 0.54 0.255
H 1.263973 1.589942 -0.308548 -0.19 -0.79 -0.05 0.305
H 1.793871 0.211693 -0.883611 -1.23 -0.41 0.29 0.336
O 1.861373 1.169643 -0.935379 1.24 1.61 -0.40 -0.674
H -0.713548 2.822498 -1.746757 -0.09 0.06 0.32 0.355
H 0.542601 3.646925 -1.530710 -0.39 -0.03 -0.04 0.309
O -0.424428 3.726492 -1.538059 0.45 -0.22 -0.19 -0.677
H -2.112199 -0.034403 -0.200275 -0.74 0.58 -0.13 0.231
H -0.722578 -0.134077 -0.608510 0.32 0.79 -0.91 0.378
O -1.592569 0.589316 -0.726828 0.56 -1.15 0.70 -0.787
```
Forces are in eV/Å.

Values from the calculation:
* energy above the lowest of the compared OMol25 structures with the same formula, charge and spin: 22.3 kcal per mole
* net charge: -1
* LUMO: 4.12 eV
* HOMO-LUMO gap: 8.3 eV
* calculated total energy: -383.7704 Eh
* maximum force: 2.067 eV/A

ORCA calculation (ωB97M-V/def2-TZVPD) on C2H12AgBF6NO8S2 as an isolated structure.

The geometry in XYZ format:
```
33
Properties=species:S:1:pos:R:3:forces:R:3:mulliken_spin:R:1
Ag -0.457195 1.022032 0.336664 -1.21 0.59 -0.99 0.479
C 1.962365 -0.953588 -2.800206 -2.89 2.39 0.27 0.002
F 2.360605 -1.913028 -3.499326 1.15 -3.07 -0.96 0.000
F 2.848955 -0.525148 -1.951936 0.84 0.18 0.86 0.000
F 1.679355 0.033092 -3.680336 -0.09 0.23 0.68 0.000
S 0.227195 -1.346008 -1.911076 -3.67 0.94 -2.45 -0.008
O -0.724375 -0.362258 -2.455956 2.21 -0.59 1.38 0.004
O -0.219965 -2.682368 -2.308646 1.53 1.24 1.40 0.001
N 0.452795 -0.894068 -0.183276 -0.65 -1.62 -4.64 0.056
S 1.206245 -2.139608 0.368054 3.91 -1.35 2.77 -0.001
O 1.658915 -3.174698 -0.539156 -1.20 0.83 0.26 0.012
O 2.321115 -1.662328 1.192414 -1.70 -0.26 0.30 0.001
C -0.101125 -2.953548 1.497274 1.18 -0.23 -0.55 0.000
F -1.272495 -3.061798 0.846684 0.90 -0.80 0.35 0.000
F 0.430135 -4.114158 1.960994 -1.17 0.72 -0.84 0.000
F -0.342855 -2.204208 2.565114 0.00 0.60 0.63 0.000
B -1.914505 2.076092 -1.203966 1.31 0.60 0.09 0.136
H -1.612845 2.722492 -0.394396 1.15 2.40 3.41 0.013
H -2.322135 1.144962 -0.841926 -2.41 -3.84 2.22 0.118
H -2.706195 2.527882 -1.781326 -2.91 0.94 -2.60 0.075
H -1.033905 1.845602 -1.783326 3.25 0.07 -2.78 0.056
O 0.991975 0.829452 2.016604 0.18 0.45 0.56 0.042
H 0.866535 0.463642 2.892204 -0.16 -0.23 0.19 -0.001
H 1.941905 0.859152 1.902734 0.32 -0.30 -0.20 -0.002
O -1.204385 2.693932 1.973894 0.08 0.05 0.53 0.009
H -1.343095 3.637572 2.054694 0.01 0.33 -0.26 0.001
H -1.644005 2.320462 2.737754 -0.20 -0.19 0.18 0.000
O 1.290395 2.171892 -0.603656 0.80 0.24 -0.03 0.005
H 1.531435 2.923542 -1.145096 -0.24 0.30 -0.32 0.000
H 2.123465 1.840972 -0.267906 0.37 -0.17 -0.04 0.000
O -2.086635 -0.115448 1.510394 -0.53 -0.16 0.74 0.001
H -1.984925 -0.588308 2.336404 0.14 -0.30 0.23 0.000
H -2.922765 -0.422208 1.159644 -0.30 0.02 -0.39 0.000
```
Forces are in eV/Å.

Values from the calculation:
* energy above the lowest of the compared OMol25 structures with the same formula, charge and spin: 74.3 kcal per mole
* ⟨S²⟩: 0.754
* net charge: 0
* LUMO (spin up / spin down): -0.53 / -3.66 eV
* 2S+1: 2
* HOMO-LUMO gap (spin up / spin down): 9.5 / 6.2 eV
* calculated total energy: -2307.1759 Eh
* maximum force: 5.049 eV/A

ORCA calculation (ωB97M-V/def2-TZVPD) on C2H12ClN2Sr as an isolated structure.

The geometry in XYZ format:
```
18
Properties=species:S:1:pos:R:3:forces:R:3:mulliken_charge:R:1
C -1.884639 -0.123998 -1.442799 -0.33 0.48 -0.73 -1.683
Sr -0.224972 1.404216 -0.206057 0.10 -0.56 1.50 0.889
N 1.637019 0.332862 1.438984 0.60 -0.29 0.62 -0.565
N 1.264718 -0.106321 -1.719296 0.61 -0.56 -0.74 -0.730
H 1.233256 -0.521474 1.830787 -0.12 0.30 -0.40 0.221
H 1.219411 3.191233 0.659458 -0.07 0.24 -0.26 -0.295
H -2.872277 0.216057 -1.072453 0.06 -0.23 -0.25 0.302
H -1.793909 -1.199875 -1.264697 0.04 0.05 -0.05 0.283
H -1.828889 0.068266 -2.530351 -0.41 -0.16 -0.17 0.316
H 1.391575 -0.970568 -1.184114 -0.24 0.36 -0.06 0.251
H 2.175750 0.128354 -2.114128 -0.13 -0.02 0.14 0.179
H 0.659620 -0.351796 -2.507952 0.00 0.08 0.40 0.278
H 2.546740 0.093047 1.043679 -0.11 0.20 0.19 0.175
H 1.800486 0.967386 2.224829 0.02 0.01 -0.45 0.227
Cl -1.811376 0.547840 2.227917 -0.92 1.61 1.04 -0.279
C -1.132916 -0.852298 1.514631 1.40 -1.45 -1.66 -0.947
H -0.531660 -1.433538 2.217787 -0.60 -0.10 0.24 0.268
H -1.847930 -1.389398 0.883767 0.12 0.05 0.66 0.109
```
Forces are in eV/Å.

Values from the calculation:
* net charge: -1
* LUMO: 2.85 eV
* HOMO-LUMO gap: 4.8 eV
* calculated total energy: -683.7085 Eh
* maximum force: 2.613 eV/A

ORCA calculation (ωB97M-V/def2-TZVPD) on C2H12CoN3O as an isolated structure.

The geometry in XYZ format:
```
19
Properties=species:S:1:pos:R:3:forces:R:3:mulliken_spin:R:1
C -1.968162 -1.602325 0.381952 -0.81 -0.40 0.07 0.114
Co -0.507038 -0.433274 -0.036674 -0.12 0.77 -0.06 3.298
N 0.634359 1.167152 -0.580525 0.55 0.79 0.44 -0.042
H -1.627460 0.202517 -0.688734 -0.44 0.33 -0.25 0.007
H 0.904247 1.776216 0.194283 0.14 0.28 -0.09 -0.387
H -0.225364 -0.593998 -1.482290 0.32 -1.19 -1.66 0.097
H -2.889684 -1.449570 -0.204257 0.26 -0.17 0.32 -0.027
H -2.205012 -1.534984 1.453719 -0.07 -0.27 -0.06 0.018
H -1.578692 -2.602386 0.109913 -0.07 0.19 0.28 0.007
H 1.488054 0.766110 -0.979735 -0.16 0.17 0.04 -0.013
H 0.213948 1.745157 -1.310834 0.01 -0.16 0.16 -0.068
N 2.659580 -0.824081 2.118176 -0.02 -0.21 0.40 0.042
C 1.346207 -0.817176 2.487979 -0.85 1.03 -1.38 0.276
N 1.083299 -1.144800 3.771173 -0.15 0.07 0.19 0.592
O 0.435091 -0.444803 1.709077 1.62 -1.09 1.85 -0.498
H 3.370294 -1.135576 2.771605 -0.25 0.04 -0.45 -0.095
H 2.894017 -0.678035 1.150546 -0.11 0.01 0.09 0.007
H 0.113948 -1.178354 4.056701 0.36 -0.06 -0.05 -0.100
H 1.828744 -1.429980 4.384737 -0.21 -0.15 0.17 -0.226
```
Forces are in eV/Å.

Values from the calculation:
* ⟨S²⟩: 3.815
* net charge: -1
* LUMO (spin up / spin down): 2.92 / 3.27 eV
* 2S+1: 4
* HOMO-LUMO gap (spin up / spin down): 1.9 / 7.5 eV
* calculated total energy: -1705.4928 Eh
* maximum force: 2.685 eV/A